1.
DFT (ωB97M-V with the def2-TZVPD basis set) results for a cluster of 8 separate species, C26H45BBr16ClINO5 in total.

Positions of all 96 atoms, in Å:
C (5.38, -4.87, 2.51)
C (4.04, -4.61, 1.54)
O (2.84, -4.33, 2.35)
C (2.49, -2.90, 2.36)
C (0.87, -2.62, 2.05)
C (0.74, -1.04, 2.49)
C (-0.09, -0.77, 3.87)
O (-0.12, -1.54, 4.96)
I (-1.25, 1.14, 3.94)
O (0.06, -3.64, 2.77)
B (-0.74, -4.58, 1.94)
Cl (0.18, -6.21, 2.12)
C (-2.26, -5.00, 2.41)
Br (-2.08, -5.66, 4.33)
C (-3.36, -3.79, 2.39)
C (-3.39, -2.92, 0.98)
Br (-3.20, -2.49, 3.92)
O (-0.48, -4.22, 0.53)
C (0.50, -3.08, 0.52)
C (-0.22, -2.03, -0.51)
O (1.60, -3.62, -0.34)
C (1.05, -4.49, -1.40)
N (0.53, -5.15, -2.40)
H (5.00, -5.63, 3.34)
H (5.72, -3.88, 3.04)
H (6.25, -5.37, 1.86)
H (4.27, -3.81, 0.71)
H (3.89, -5.64, 0.96)
H (2.65, -2.51, 3.48)
H (3.15, -2.21, 1.68)
H (1.84, -0.62, 2.67)
H (0.27, -0.34, 1.66)
H (-2.71, -5.93, 1.82)
H (-4.44, -4.29, 2.49)
H (-2.62, -2.02, 1.06)
H (-4.46, -2.45, 0.78)
H (-3.12, -3.55, 0.02)
H (-0.86, -1.19, 0.01)
H (0.65, -1.58, -1.19)
H (-0.96, -2.56, -1.29)
Br (3.23, 0.21, -2.19)
C (1.72, 0.71, -3.31)
C (0.91, 1.82, -2.67)
Br (-0.21, 1.13, -1.22)
H (1.14, -0.20, -3.49)
H (2.16, 1.05, -4.25)
H (0.21, 2.25, -3.38)
H (1.53, 2.61, -2.24)
Br (-0.24, 7.52, 5.02)
C (0.09, 5.61, 4.85)
C (-0.77, 5.00, 3.77)
Br (-2.61, 4.77, 4.38)
H (-0.08, 5.17, 5.84)
H (1.15, 5.52, 4.60)
H (-0.43, 3.99, 3.53)
H (-0.81, 5.60, 2.86)
Br (5.09, 3.25, -3.40)
C (5.48, 2.06, -4.90)
C (5.25, 2.76, -6.22)
Br (3.34, 2.86, -6.64)
H (4.87, 1.17, -4.76)
H (6.54, 1.80, -4.78)
H (5.68, 2.18, -7.04)
H (5.64, 3.78, -6.25)
Br (3.98, 0.92, 2.41)
C (5.27, -0.47, 2.85)
C (6.56, -0.28, 2.08)
Br (6.38, -0.84, 0.23)
H (4.79, -1.43, 2.64)
H (5.44, -0.38, 3.92)
H (7.35, -0.91, 2.50)
H (6.91, 0.76, 2.07)
Br (-5.53, -4.13, -2.20)
C (-6.67, -2.58, -2.53)
C (-5.85, -1.32, -2.69)
Br (-5.22, -0.66, -0.97)
H (-7.39, -2.53, -1.70)
H (-7.21, -2.81, -3.45)
H (-6.46, -0.51, -3.10)
H (-4.97, -1.45, -3.32)
Br (-4.97, 7.42, 1.20)
C (-6.21, 5.92, 1.05)
C (-5.65, 4.68, 1.72)
Br (-4.29, 3.84, 0.60)
H (-6.43, 5.79, -0.01)
H (-7.12, 6.26, 1.56)
H (-6.43, 3.93, 1.84)
H (-5.19, 4.88, 2.69)
Br (-0.31, 3.47, -6.26)
C (-1.95, 4.52, -6.22)
C (-2.51, 4.61, -4.81)
Br (-3.40, 2.95, -4.30)
H (-2.64, 4.06, -6.93)
H (-1.67, 5.51, -6.58)
H (-3.29, 5.38, -4.76)
H (-1.75, 4.81, -4.06)

As for the lowest unoccupied orbital energy: 0.0547 Eh. For the energy, the calculation gives -43415.50625 a.u. The orbital gap is 6.85 eV. As for the charge: -1.

Atom charges from the Löwdin analysis, given in e for atoms 1 to 2: C -0.107; C -0.245

2.
DFT (ωB97M-V with the def2-TZVPD basis set) results for a cluster of 9 separate species, C10H39NO12 in total.

Positions of all 62 atoms, in Å:
C (3.44, -5.35, -2.61)
C (4.89, -4.98, -2.41)
C (5.76, -5.01, -3.71)
O (5.80, -6.23, -4.46)
C (6.23, -7.36, -3.79)
N (5.04, -3.71, -1.63)
H (3.01, -5.48, -1.62)
H (3.36, -6.28, -3.17)
H (2.94, -4.52, -3.12)
H (5.32, -5.75, -1.77)
H (6.80, -4.71, -3.59)
H (5.30, -4.32, -4.40)
H (6.31, -8.24, -4.43)
H (5.43, -7.64, -3.10)
H (7.22, -7.23, -3.35)
H (4.48, -2.91, -1.87)
H (4.84, -3.91, -0.66)
C (-7.57, -1.90, 2.20)
C (-8.66, -0.86, 1.82)
O (-8.11, 0.45, 1.68)
O (-7.36, -1.80, 3.64)
H (-6.64, -1.70, 1.66)
H (-7.99, -2.87, 1.91)
H (-9.50, -0.82, 2.52)
H (-9.06, -1.09, 0.83)
H (-7.52, 0.68, 2.40)
H (-6.67, -1.14, 3.70)
C (-2.40, 6.90, 1.73)
C (-0.92, 6.64, 1.31)
O (-0.07, 6.39, 2.41)
O (-2.49, 8.28, 2.13)
H (-2.65, 6.26, 2.58)
H (-3.08, 6.68, 0.90)
H (-0.46, 7.47, 0.76)
H (-0.91, 5.75, 0.68)
H (0.57, 5.74, 2.10)
H (-2.00, 8.31, 2.95)
C (4.33, 3.22, -1.07)
C (5.32, 3.20, 0.12)
O (4.79, 3.75, 1.28)
O (3.38, 2.19, -1.09)
H (4.99, 3.08, -1.92)
H (3.78, 4.16, -1.12)
H (6.25, 3.75, -0.03)
H (5.62, 2.17, 0.27)
H (5.47, 3.95, 1.93)
H (3.12, 2.07, -2.01)
O (-5.13, 2.60, -1.27)
H (-4.54, 1.92, -1.59)
H (-5.87, 2.12, -0.90)
O (-4.13, 1.89, 4.08)
H (-3.62, 1.87, 3.28)
H (-3.49, 2.00, 4.78)
O (-0.75, -2.28, 4.60)
H (-1.52, -2.27, 5.17)
H (-0.97, -1.67, 3.90)
O (-2.64, -0.56, -3.03)
H (-2.91, -1.47, -3.18)
H (-2.03, -0.37, -3.73)
O (-0.83, 0.23, 0.80)
H (0.03, 0.55, 0.53)
H (-1.33, 0.15, -0.01)

The calculation puts the energy relative to the best compared isomer or geometry (same formula, charge and spin) at 50.8 kcal per mole. As for the lowest unoccupied orbital energy: -0.0038 Eh. For the energy, the calculation gives -1361.88781 a.u. The orbital gap is 9.31 eV. Its SMILES is COC[C@H](C)N.OCCO.OCCO.OCCO.O.O.O.O.O.

Atom charges from the natural (NBO) analysis, given in e for atoms 1 to 2: C -0.621; C -0.073

3.
DFT (ωB97M-V with the def2-TZVPD basis set) results for a cluster of 2 separate species, C3H11N3O2 in total.

Positions of all 19 atoms, in Å:
C (-1.33, -0.25, -0.41)
N (-0.61, 0.90, 0.07)
C (-0.22, 1.07, 1.38)
N (-1.02, 0.46, 2.30)
O (0.76, 1.73, 1.67)
C (-0.35, -1.40, -0.71)
N (0.67, -0.99, -1.64)
H (-1.85, 0.05, -1.33)
H (-2.06, -0.70, 0.25)
H (0.14, 1.21, -0.54)
H (-1.01, 0.75, 3.27)
H (-2.00, 0.29, 2.06)
H (0.07, -1.70, 0.26)
H (-0.97, -2.27, -0.99)
H (1.59, -1.23, -1.33)
H (0.49, -1.41, -2.55)
H (2.45, 0.49, -1.10)
H (2.63, 1.59, 0.14)
O (2.61, 1.39, -0.81)

The calculation puts the energy relative to the best compared isomer or geometry (same formula, charge and spin) at 9.0 kcal per mole. As for the lowest unoccupied orbital energy: 0.0266 Eh. For the energy, the calculation gives -435.67589 a.u. The orbital gap is 10.10 eV. Its SMILES is NCCNC(N)=O.O.

Atom charges from the natural (NBO) analysis, given in e for atoms 1 to 2: C -0.224; N -0.647

4.
DFT (ωB97M-V with the def2-TZVPD basis set) results for the molecule C3H6N2O2.

Positions of all 13 atoms, in Å:
N (1.37, -0.97, -0.16)
C (0.27, -1.01, 0.65)
O (0.48, -1.70, 1.80)
C (-0.94, -0.50, 0.35)
O (-1.23, 0.16, -0.85)
C (-0.71, 1.36, -1.13)
N (0.15, 1.98, -0.42)
H (2.22, -1.27, 0.28)
H (1.40, -0.19, -0.78)
H (-1.81, -0.52, 0.98)
H (-0.39, -1.86, 2.19)
H (-1.11, 1.63, -2.11)
H (0.30, 2.90, -0.82)

The calculation puts the energy relative to the best compared isomer or geometry (same formula, charge and spin) at 58.5 kcal per mole. As for the lowest unoccupied orbital energy: 0.0321 Eh. For the energy, the calculation gives -377.86607 a.u. The orbital gap is 8.84 eV. Its SMILES is [H]/N=C/O/C=C(\N)O.

Atom charges from the natural (NBO) analysis, given in e for atoms 1 to 2: N -0.823; C 0.464

What did the fourth record say?
DFT (ωB97M-V with the def2-TZVPD basis set) results for the molecule C3H6N2O2.

Positions of all 13 atoms, in Å:
N (1.37, -0.97, -0.16)
C (0.27, -1.01, 0.65)
O (0.48, -1.70, 1.80)
C (-0.94, -0.50, 0.35)
O (-1.23, 0.16, -0.85)
C (-0.71, 1.36, -1.13)
N (0.15, 1.98, -0.42)
H (2.22, -1.27, 0.28)
H (1.40, -0.19, -0.78)
H (-1.81, -0.52, 0.98)
H (-0.39, -1.86, 2.19)
H (-1.11, 1.63, -2.11)
H (0.30, 2.90, -0.82)

The calculation puts the energy relative to the best compared isomer or geometry (same formula, charge and spin) at 58.5 kcal per mole. As for the lowest unoccupied orbital energy: 0.0321 Eh. For the energy, the calculation gives -377.86607 a.u. The orbital gap is 8.84 eV. Its SMILES is [H]/N=C/O/C=C(\N)O.

Atom charges from the natural (NBO) analysis, given in e for atoms 1 to 2: N -0.823; C 0.464

Question: What is the lowest unoccupied orbital energy in the third record?
Answer: 0.0266 Eh

Question: The highest orbital gap belongs to which entry?
Answer: C3H11N3O2